Record 1
ORCA calculation (wB97M-V/def2-TZVPD) on a single C4H6Cl2 molecule at a distorted geometry.

Output
Lowest unoccupied orbital energy in eV: 0.932
SMILES: C/C=C/C(Cl)Cl
Orbital gap in eV: 10.650
Largest force on an atom in hartree/bohr: 0.0566
DFT total energy in eV: -29289.31847
Relative energy (zero: lowest compared OMol25 entry of this formula, charge and spin) in kcal/mol: 12.3
HOMO in Eh: -0.3571

Each line ends with the Löwdin charge.
CARTESIAN COORDINATES (ANGSTROEM)
C 0.40 3.19 0.26  -0.09
C 0.46 1.70 0.18  -0.17
C -0.58 0.84 0.39  -0.23
C -0.49 -0.64 0.39  -1.11
H 1.29 3.54 -0.32  0.08
H 0.68 3.49 1.25  0.07
H -0.56 3.59 -0.13  0.09
H 1.43 1.26 0.24  0.05
H -1.62 1.08 0.42  0.10
H -1.12 -1.07 1.12  0.04
Cl -1.12 -1.30 -1.11  0.58
Cl 1.19 -1.20 0.52  0.59

Record 2
ORCA calculation (wB97M-V/def2-TZVPD) on a molecular structure, C4H6Cl2FI at a distorted geometry.

Output
Lowest unoccupied orbital energy in eV: 0.451
Orbital gap in eV: 9.789
Largest force on an atom in hartree/bohr: 0.0893
DFT total energy in eV: -40106.50640
Relative energy (zero: lowest compared OMol25 entry of this formula, charge and spin) in kcal/mol: 25.6
HOMO in Eh: -0.3432

Each line ends with the Löwdin charge.
CARTESIAN COORDINATES (ANGSTROEM)
C -0.66 0.70 -1.17  -0.19
C -0.63 0.44 1.33  -0.19
C 0.12 0.47 0.06  -0.89
C 0.96 -1.35 -0.20  -1.21
F 1.58 -1.47 -1.43  -0.09
Cl -0.40 -2.44 -0.07  0.67
Cl 2.17 -1.59 1.04  0.61
I 1.91 1.72 0.10  0.81
H -0.03 0.86 -2.16  0.13
H -1.20 -0.16 -1.14  0.01
H -1.19 1.64 -1.09  0.08
H -1.60 -0.09 1.00  0.10
H -0.03 -0.16 2.08  0.08
H -0.99 1.43 1.65  0.09

Record 3
ORCA calculation (wB97M-V/def2-TZVPD) on a gas-phase ion, C4H6Cl2N3 (charge +1) at a distorted geometry.

Output
Charge: +1
Lowest unoccupied orbital energy (alpha / beta) in eV: -3.870 / -8.042
Orbital gap (alpha / beta) in eV: 7.385 / 6.850
Spin multiplicity: 3
Largest force on an atom in hartree/bohr: 0.0626
DFT total energy in eV: -33748.70892
Relative energy (zero: lowest compared OMol25 entry of this formula, charge and spin) in kcal/mol: 5.7
HOMO (alpha / beta) in Eh: -0.4136 / -0.5473

Each line ends with the Mulliken spin population.
CARTESIAN COORDINATES (ANGSTROEM)
C -0.67 1.54 -0.39  0.24
C -0.86 -0.63 0.36  -0.04
C 0.36 1.39 -1.21  0.35
C 1.53 -0.18 0.32  0.64
N -1.37 0.35 -0.27  0.40
N 0.43 -0.48 1.02  0.14
N -1.44 -1.81 0.60  0.02
Cl 1.90 -1.23 -0.99  0.10
Cl 2.76 0.92 0.73  0.10
H -1.02 2.38 0.19  0.01
H 0.26 0.48 -1.78  0.02
H 1.10 2.08 -1.55  0.01
H 0.33 -0.11 1.89  -0.01
H -2.42 -2.00 0.52  0.00
H -0.87 -2.68 0.54  0.00